1 | Computed, not measured: a cluster of 5 separate species, C20H25F15O10 in total, with the ωB97M-V functional and the def2-TZVPD basis.

```
! wB97M-V def2-TZVPD RIJCOSX def2/J DEFGRID3
* xyz 0 1
C 2.9777 -1.9236 1.5437
C 1.5745 -1.3351 1.8746
O 1.3617 -0.1683 1.0431
C 0.3135 0.7999 1.2949
O -0.4636 0.7021 2.2685
C 0.2897 2.0490 0.3951
F 0.3362 3.1677 1.0857
F 1.2686 2.0291 -0.5219
F -0.8896 2.0916 -0.2464
H 3.0848 -2.2453 0.5078
H 3.0781 -2.7782 2.2127
H 3.7774 -1.2759 1.9029
H 1.4627 -1.1576 2.9442
H 0.7982 -2.0736 1.6744
C -3.1196 1.6926 -10.0351
C -2.1143 0.8231 -9.2850
O -1.7572 1.4640 -8.0557
C -0.7548 2.3289 -7.9219
O 0.0176 2.5977 -8.8291
C -0.5549 3.0865 -6.6085
F -0.7266 4.4049 -6.7152
F -1.3303 2.7316 -5.6418
F 0.7181 2.9856 -6.2168
H -3.5228 1.0373 -10.8073
H -2.6680 2.5775 -10.4836
H -3.9416 1.9066 -9.3521
H -1.2066 0.7451 -9.8834
H -2.5321 -0.1603 -9.0696
C 6.7420 -4.0264 -4.0550
C 7.5957 -3.7649 -2.8292
O 8.6426 -2.7714 -3.1595
C 8.6809 -1.5909 -2.4537
O 7.9014 -1.1761 -1.5737
C 9.9097 -0.7612 -2.9000
F 10.1843 0.2046 -1.9508
F 11.0419 -1.5285 -3.0209
F 9.7030 -0.1072 -4.0145
H 6.0051 -4.7452 -3.6967
H 7.2293 -4.4952 -4.9099
H 6.2209 -3.1182 -4.3578
H 8.0109 -4.7185 -2.5030
H 6.8407 -3.4405 -2.1131
C -4.0795 -4.5304 7.3847
C -4.9732 -5.0773 6.2008
O -4.1339 -5.2877 4.9992
C -4.7937 -5.8217 3.8692
O -5.9978 -6.1695 3.8666
C -3.8407 -5.9437 2.6753
F -3.3976 -7.1834 2.5361
F -4.5195 -5.5632 1.5558
F -2.7615 -5.0979 2.7539
H -4.6731 -3.8428 7.9872
H -3.3939 -3.8609 6.8654
H -3.4826 -5.2263 7.9741
H -5.7750 -4.3808 5.9558
H -5.4476 -5.9884 6.5653
C -4.7502 5.2365 6.7091
C -4.4995 4.8542 5.2617
O -3.8794 5.9729 4.5753
C -2.5429 6.2689 4.7743
O -1.6721 5.6814 5.5077
C -2.0932 7.5306 3.9558
F -1.0297 7.2645 3.1658
F -3.0652 8.0348 3.2228
F -1.7393 8.4228 4.8794
H -5.7253 4.9156 7.0756
H -4.6729 6.2733 7.0365
H -3.9091 4.9082 7.3197
H -5.4372 4.5654 4.7871
H -3.8995 3.9816 5.0033
*
```

Properties
- Highest occupied orbital energy: -11.10 eV
- SMILES string: CCOC(=O)C(F)(F)F.CCOC(=O)C(F)(F)F.CCOC(=O)C(F)(F)F.CCOC(=O)C(F)(F)F.CCOC(=O)C(F)(F)F

2 | Computed, not measured: a cluster of 5 separate species, C20H25F15O10 in total, with the ωB97M-V functional and the def2-TZVPD basis.

```
! wB97M-V def2-TZVPD RIJCOSX def2/J DEFGRID3
* xyz 0 1
C -3.7464 -1.9787 7.8025
C -2.6145 -0.9247 7.7263
O -2.9170 0.0425 8.6961
C -2.0808 1.0564 8.9112
O -1.1017 1.3397 8.1690
C -2.2639 1.7453 10.2518
F -2.4697 3.0159 10.1328
F -3.2415 1.2630 11.0058
F -1.0751 1.5897 10.8774
H -4.7367 -1.5870 7.5699
H -3.9771 -2.4304 8.7673
H -3.4939 -2.8129 7.1480
H -2.5863 -0.4953 6.7248
H -1.6809 -1.4059 8.0177
C -2.7855 0.2641 0.4463
C -4.1206 -0.4135 0.9026
O -4.6184 0.3098 2.0040
C -5.2518 1.5477 1.7255
O -5.5897 1.9255 0.6057
C -5.3517 2.4945 2.9085
F -5.0131 1.9468 4.1071
F -4.5568 3.4373 2.6141
F -6.4976 2.9679 3.0608
H -2.2872 -0.2790 -0.3567
H -2.0148 0.2964 1.2165
H -2.9339 1.2457 -0.0038
H -3.9708 -1.3671 1.4090
H -4.8721 -0.5034 0.1183
C -1.9651 -0.2185 -11.1235
C -3.0851 -1.0289 -10.2752
O -3.1326 -0.6792 -8.8921
C -3.9913 -1.3893 -8.0851
O -4.6843 -2.3320 -8.4483
C -3.8889 -0.9969 -6.6147
F -3.4336 0.1885 -6.3116
F -5.1310 -1.0070 -6.1743
F -3.2446 -1.8803 -5.8445
H -1.6995 -0.4911 -12.1449
H -1.0914 -0.0613 -10.4911
H -2.1845 0.8476 -11.1806
H -2.9807 -2.0990 -10.4542
H -4.0917 -0.8338 -10.6451
C 3.5444 0.1955 3.5828
C 4.8019 -0.3117 2.8765
O 4.4420 -1.5765 2.3530
C 5.3238 -2.3472 1.7796
O 6.5478 -2.0701 1.6999
C 4.7680 -3.6623 1.2066
F 5.5459 -4.6337 1.6743
F 3.4810 -3.9082 1.5357
F 4.9463 -3.5688 -0.0904
H 3.5167 -0.0257 4.6498
H 2.6932 -0.1832 3.0170
H 3.5646 1.2850 3.5572
H 5.4858 -0.4062 3.7200
H 5.2318 0.2280 2.0326
C 7.3886 2.7189 -3.5501
C 6.4384 2.0327 -2.5616
O 5.7602 1.0345 -3.2596
C 4.3773 1.0097 -3.3765
O 3.6245 1.7129 -2.7115
C 3.9498 -0.0095 -4.4299
F 3.1200 0.6123 -5.3378
F 4.9060 -0.4934 -5.1741
F 3.2879 -1.0098 -3.8772
H 6.8519 3.3883 -4.2223
H 8.0042 1.9820 -4.0659
H 8.1534 3.3392 -3.0826
H 5.7736 2.7765 -2.1223
H 6.9249 1.5820 -1.6966
*
```

Properties
- Highest occupied orbital energy: -11.15 eV
- SMILES string: CCOC(=O)C(F)(F)F.CCOC(=O)C(F)(F)F.CCOC(=O)C(F)(F)F.CCOC(=O)C(F)(F)F.CCOC(=O)C(F)(F)F

The most stable arrangement is 2, and the next structure is 20.1 kJ/mol less stable.

1 | Computed, not measured: a cluster of 3 separate species, C3H8Br2N2 in total, with the ωB97M-V functional and the def2-TZVPD basis.

```
! wB97M-V def2-TZVPD RIJCOSX def2/J DEFGRID3
* xyz 0 1
C -0.3467 -2.0067 3.1405
N -0.5092 -0.6906 2.7344
C 0.1848 0.2509 2.3204
Br -0.5488 2.0284 2.3469
H -0.1936 -1.9846 4.2017
H -1.1144 -2.6210 2.8548
H 0.5876 -2.5936 2.7121
H 1.1856 0.1803 1.8077
C -0.4906 -0.2247 -1.6208
N -1.5684 -0.5413 -1.0399
H 0.2308 0.0954 -0.9537
H -0.4212 -0.0485 -2.7181
H -2.4656 -0.6800 -1.5766
Br 1.9620 3.4624 -2.9339
H 0.6793 3.9919 -3.3103
*
```

Properties
- Highest occupied orbital energy: -9.12 eV
- SMILES string: C/N=C/Br.C=N.Br

2 | Computed, not measured: a structure of composition C3H8Br2N2, with the ωB97M-V functional and the def2-TZVPD basis.

```
! wB97M-V def2-TZVPD RIJCOSX def2/J DEFGRID3
* xyz 0 1
C -0.3414 1.0452 -1.7997
C 1.2643 -0.9556 0.4318
C -1.1304 -0.6273 1.3728
N 0.0331 0.9349 -0.3640
N -0.0354 -0.4213 0.1040
Br -2.7225 0.0724 0.6629
Br -0.5759 0.4063 2.8733
H -0.0299 2.0516 -2.0328
H 0.5098 0.4975 -2.4167
H -1.2663 0.6045 -1.9876
H 1.9716 -0.6413 -0.4220
H 1.4910 -0.8230 1.4345
H 1.1518 -2.0099 0.4248
H -1.1501 -1.6087 1.7389
H 0.8303 1.4745 -0.0203
*
```

Properties
- Highest occupied orbital energy: -8.59 eV

The most stable arrangement is 1, and the next structure is 36.0 kJ/mol less stable.

1 | Computed, not measured: the molecule C2H5OPS, with the ωB97M-V functional and the def2-TZVPD basis.

```
! wB97M-V def2-TZVPD RIJCOSX def2/J DEFGRID3
* xyz 0 1
O -2.6518 0.1845 0.7131
C -1.3407 0.1345 0.2764
P -0.4446 -1.3169 0.2522
C 1.0353 -0.5803 -0.5872
S 2.3531 -0.0230 0.7057
H -2.6881 -0.6230 1.2484
H -0.7857 1.0699 0.0409
H 1.4445 -1.5217 -0.9177
H 0.8112 0.0779 -1.3418
H 1.6335 0.7435 1.6608
*
```

Properties
- Highest occupied orbital energy: -8.60 eV
- SMILES string: O/C=P/CS

2 | Computed, not measured: the molecule C2H5OPS, with the ωB97M-V functional and the def2-TZVPD basis.

```
! wB97M-V def2-TZVPD RIJCOSX def2/J DEFGRID3
* xyz 0 1
O 3.0806 0.1192 0.7441
P 2.2416 -0.5630 -0.2275
C 0.4118 0.4427 -0.1827
C -0.6170 -0.5965 -0.1533
S -2.3792 -0.0609 -0.1034
H 0.2114 1.0088 -1.0157
H 0.4818 1.1571 0.6182
H -0.5354 -1.4574 0.6829
H -0.6484 -1.0033 -1.1992
H -2.2472 0.9534 0.8367
*
```

Properties
- Highest occupied orbital energy: -9.01 eV
- SMILES string: O=PCCS

The most stable arrangement is 2, and the next structure is 74.0 kJ/mol less stable.